No. 1
C3H10NO2S | ωB97M-V with the def2-TZVPD basis set

Summary:
- Relative energy (zero: lowest compared OMol25 entry of this formula, charge and spin): 57.2 kJ/mol
- Total charge: +1
- HOMO energy: -0.4743 hartree
- M: 124.18 g mol⁻¹
- Frontier orbital gap: 9.2 eV
- LUMO energy: -3.7 eV

Geometry as XYZ:
```
17
Properties=species:S:1:pos:R:3:lowdin_charge:R:1
S -1.113 1.971 -1.639 0.77
O -0.957 -0.703 1.730 0.13
O 1.294 -2.869 0.714 -0.02
N 1.607 -0.158 0.621 0.21
C -0.777 -0.858 0.566 -0.22
C 0.293 -0.056 -0.189 -0.30
C -0.035 1.420 -0.295 -0.55
H 1.435 0.445 1.430 0.17
H -0.439 1.823 0.643 0.09
H 0.569 -0.489 -1.149 0.15
H 0.925 -3.298 1.498 0.09
H 1.663 -1.168 0.932 0.12
H 2.473 0.121 0.160 0.18
H 0.906 1.972 -0.389 0.08
H -1.289 -1.577 -0.099 0.15
H 1.910 -3.500 0.331 0.09
H -1.509 0.763 -2.120 -0.12
```

=====

No. 2
C25H44Cl20N2O4 | ωB97M-V with the def2-TZVPD basis set

Summary:
- SMILES: C[C@@H](O)CNCCOC1=CC(=O)C=C(CCCCN)C1=O.ClCCl.ClCCl.ClCCl.ClCCl.ClCCl.ClCCl.ClCCl.ClCCl.ClCCl.ClCCl
- HOMO energy: -0.3240 hartree
- M: 1145.70 g mol⁻¹
- Frontier orbital gap: 8.0 eV
- LUMO energy: -0.9 eV

Geometry as XYZ:
```
95
Properties=species:S:1:pos:R:3:lowdin_charge:R:1
Cl 8.018 3.975 -3.840 0.50
Cl -7.887 4.997 -1.216 0.49
Cl -4.081 5.847 0.033 0.50
Cl 4.564 8.479 -0.633 0.58
Cl -0.824 -8.310 2.173 0.51
Cl 2.413 7.690 6.754 0.50
Cl 5.425 6.801 -2.858 0.51
Cl -8.988 7.669 -1.618 0.50
Cl 0.670 -9.192 -0.174 0.53
Cl 5.032 -0.619 -5.839 0.48
Cl -3.106 3.768 -1.766 0.51
Cl 3.592 -7.039 -3.916 0.50
Cl 4.146 4.356 -0.726 0.51
Cl 2.720 5.236 1.658 0.58
Cl 4.392 6.779 4.812 0.48
Cl 2.988 -12.884 0.488 0.49
Cl 6.547 1.457 -3.674 0.49
Cl 0.308 -14.014 0.723 0.50
Cl 1.568 -6.135 -2.019 0.53
Cl 4.686 -3.378 -4.951 0.50
O 1.303 0.407 0.195 -0.09
O -0.976 -0.473 2.162 0.07
O 1.081 -4.611 0.913 -0.13
O 0.208 4.090 3.249 0.01
N -7.477 -1.363 0.366 -0.06
N -0.597 -1.607 -0.603 -0.08
C 0.706 0.583 -1.139 -0.14
C 0.872 2.565 1.387 0.06
C 7.264 2.792 -2.764 -1.02
C -4.085 -0.036 1.974 -0.19
C 5.829 -2.047 -5.166 -1.03
C 0.581 -8.013 1.143 -1.01
C -0.169 3.347 2.328 -0.30
C -8.044 6.625 -0.548 -1.04
C -1.710 3.040 1.998 0.05
C -2.070 1.708 1.652 -0.10
C -0.853 0.658 1.672 -0.20
C 0.317 -3.374 0.890 -0.36
C -6.086 -1.523 0.942 -0.28
C 4.555 8.263 -2.389 -0.98
C -0.093 -0.707 -1.669 -0.18
C 2.814 6.464 5.545 -1.03
C -5.671 -0.132 1.608 -0.21
C 2.003 -7.364 -3.212 -1.03
C 0.518 1.233 1.053 -0.17
C 1.383 -12.696 1.205 -1.04
C -2.901 5.435 -1.218 -1.01
C 4.104 5.529 0.598 -1.02
C -1.028 -3.656 1.738 -0.06
C 0.012 -2.965 -0.638 -0.16
C -3.546 1.286 1.261 -0.16
H -4.253 2.166 1.474 0.12
H 1.827 3.061 0.977 0.06
H -1.315 -4.754 1.769 0.07
H -0.054 1.443 -1.065 0.12
H 0.503 -7.013 0.717 -0.02
H 2.837 5.488 6.026 0.03
H 1.478 -12.696 2.289 0.03
H -1.898 5.553 -0.809 0.03
H 6.483 3.286 -2.189 -0.02
H 6.617 -2.364 -5.846 0.03
H 8.021 2.394 -2.091 0.03
H -2.528 3.821 2.024 0.10
H -5.414 -1.792 0.067 0.11
H -7.051 7.053 -0.423 0.00
H -3.989 0.002 3.109 0.12
H -0.824 -3.344 2.822 0.08
H -3.035 6.105 -2.065 0.03
H -6.301 0.152 2.522 0.11
H -5.902 0.680 0.823 0.10
H 2.054 6.473 4.766 0.02
H 0.956 -11.752 0.871 -0.03
H 0.972 -2.972 -1.239 0.12
H -1.024 -0.300 -2.214 0.12
H 5.020 5.440 1.180 0.04
H -7.444 -0.558 -0.289 0.06
H 2.025 -8.337 -2.724 0.00
H 3.524 8.185 -2.729 0.03
H -1.903 -2.997 1.387 0.06
H 1.796 -4.501 1.572 0.10
H -1.619 -1.628 -0.571 0.10
H 1.484 -8.087 1.745 0.03
H 1.258 -7.365 -4.005 0.03
H 0.501 -1.264 -2.472 0.12
H -6.146 -2.379 1.702 0.12
H -8.544 6.564 0.417 0.03
H 1.465 0.859 -1.937 0.13
H -3.524 1.056 0.132 0.12
H -0.781 -3.699 -1.001 0.13
H 0.894 -2.567 1.443 0.14
H -8.092 -1.036 1.135 0.06
H 4.028 6.537 0.180 -0.10
H 5.032 9.124 -2.854 0.03
H -3.576 -0.998 1.620 0.10
H 6.257 -1.789 -4.199 0.02
```

=====

No. 3
C6H9NO | ωB97M-V with the def2-TZVPD basis set

Summary:
- Relative energy (zero: lowest compared OMol25 entry of this formula, charge and spin): 842.8 kJ/mol
- HOMO energy: -0.3242 hartree
- M: 111.14 g mol⁻¹
- Frontier orbital gap: 9.8 eV
- LUMO energy: 1.0 eV

Geometry as XYZ:
```
17
Properties=species:S:1:pos:R:3:lowdin_charge:R:1
O -1.253 1.181 -0.832 -0.17
N 0.159 0.858 1.288 0.06
C 1.127 0.600 0.223 -0.26
C -0.782 -0.267 -0.726 -0.30
C 0.535 -0.083 -1.116 -0.17
C -1.967 -0.825 0.263 0.12
C -0.607 -0.300 0.803 -0.27
C 1.538 -0.861 -0.213 -0.02
H 1.043 0.284 -1.981 0.13
H -0.263 1.752 -0.394 0.21
H -2.807 -0.199 -0.065 0.11
H 1.473 -1.554 0.593 0.09
H -0.333 1.639 1.136 0.04
H 2.570 -0.778 -0.637 0.11
H 1.793 1.539 0.321 0.16
H -0.226 -1.130 1.231 0.08
H -1.999 -1.856 0.105 0.08
```